1.
Formula: C78H70As2BiFN2O9
Source: OMol25
Level of theory: ωB97M-V/def2-TZVPD

```
! wB97M-V def2-TZVPD RIJCOSX def2/J DEFGRID3
* xyz -2 1
Bi -0.22 0.11 -0.30
C 0.35 -2.93 2.67
C 1.06 -3.59 1.49
As 1.84 -2.36 0.08
C 3.67 -3.16 0.42
C 4.66 -2.31 0.92
C 5.92 -2.79 1.23
C 6.23 -4.13 1.06
C 5.25 -4.99 0.57
C 3.99 -4.50 0.25
C 1.46 -3.57 -1.45
C 1.44 -2.98 -2.71
C 1.08 -3.71 -3.84
C 0.72 -5.04 -3.73
C 0.74 -5.64 -2.48
C 1.11 -4.92 -1.36
As -1.52 -2.40 2.24
C -2.15 -2.62 4.13
C -2.55 -3.83 4.69
C -2.98 -3.91 6.01
C -3.05 -2.76 6.79
C -2.66 -1.55 6.25
C -2.21 -1.48 4.94
C -2.24 -4.19 1.71
C -1.67 -5.44 1.92
C -2.29 -6.60 1.47
C -3.52 -6.53 0.84
C -4.11 -5.29 0.63
C -3.46 -4.14 1.05
H 0.35 -3.59 3.55
H 0.86 -2.01 2.94
H 0.35 -4.24 0.97
H 1.88 -4.21 1.87
H 4.42 -1.26 1.06
H 6.68 -2.11 1.60
H 7.21 -4.51 1.29
H 5.46 -6.04 0.44
H 3.25 -5.18 -0.15
H 1.66 -1.93 -2.80
H 1.06 -3.22 -4.81
H 0.42 -5.61 -4.60
H 0.45 -6.68 -2.37
H 1.09 -5.43 -0.40
H -2.53 -4.73 4.10
H -3.29 -4.86 6.42
H -3.40 -2.82 7.82
H -2.72 -0.65 6.84
H -1.91 -0.53 4.52
H -0.72 -5.53 2.44
H -1.81 -7.56 1.62
H -4.02 -7.43 0.51
H -5.07 -5.23 0.13
H -3.89 -3.16 0.84
C -4.16 4.55 5.88
O -3.09 3.94 5.21
C -3.38 3.19 4.09
C -4.65 3.19 3.48
C -4.84 2.41 2.37
C -3.85 1.57 1.82
C -4.16 0.73 0.68
C -5.49 0.97 -0.05
O -3.45 -0.17 0.26
C -2.55 1.54 2.47
O -1.59 0.77 2.15
C -2.37 2.43 3.58
H -3.73 4.99 6.78
H -4.93 3.83 6.16
H -4.61 5.35 5.28
H -5.46 3.78 3.87
H -5.83 2.43 1.92
H -5.59 2.01 -0.35
H -6.32 0.70 0.61
H -5.51 0.33 -0.93
H -1.40 2.44 4.05
O 0.99 2.29 0.54
N 1.37 2.36 1.74
N 1.67 1.27 2.35
O 1.58 0.05 1.90
C 2.22 1.47 3.65
C 2.36 2.75 4.19
C 2.95 2.91 5.43
C 3.39 1.81 6.15
C 3.25 0.54 5.61
C 2.66 0.37 4.37
H 2.00 3.60 3.62
H 3.07 3.90 5.85
H 3.86 1.93 7.12
H 3.60 -0.33 6.16
H 2.53 -0.61 3.92
C -0.01 0.00 -5.74
C 0.36 1.37 -5.17
C 0.47 2.41 -6.29
O -0.61 1.76 -4.24
C 0.05 2.56 -3.26
C 1.53 2.03 -3.27
O 1.57 1.26 -4.47
C 2.27 1.18 -2.18
O 1.52 0.12 -1.70
C 3.54 0.60 -2.90
C 4.01 -0.66 -2.54
C 5.15 -1.19 -3.11
C 5.87 -0.47 -4.05
C 5.43 0.80 -4.40
C 4.29 1.33 -3.82
C 3.02 2.00 -1.11
C 3.61 1.28 -0.07
C 4.42 1.88 0.87
C 4.69 3.25 0.79
C 4.13 3.97 -0.25
C 3.32 3.35 -1.20
C -0.96 2.69 -2.07
O -1.30 1.48 -1.52
C -2.25 3.26 -2.75
C -3.41 2.50 -2.74
C -4.58 2.98 -3.32
C -4.60 4.23 -3.91
C -3.45 5.00 -3.91
C -2.28 4.52 -3.33
C -0.62 3.79 -1.06
C -1.34 3.79 0.13
C -1.16 4.79 1.07
C -0.26 5.82 0.82
C 0.44 5.84 -0.37
C 0.26 4.83 -1.30
H -0.98 0.06 -6.23
H -0.06 -0.71 -4.92
H 0.76 -0.30 -6.45
H -0.48 2.49 -6.81
H 1.25 2.12 -7.00
H 0.72 3.39 -5.87
H 0.13 3.58 -3.68
H 2.15 2.92 -3.43
H 3.47 -1.23 -1.79
H 5.49 -2.18 -2.80
H 6.76 -0.89 -4.51
H 5.98 1.38 -5.13
H 3.99 2.33 -4.11
H 3.36 0.23 0.02
H 4.84 1.30 1.68
H 5.31 3.73 1.53
H 4.32 5.04 -0.33
H 2.91 3.97 -1.98
H -3.37 1.52 -2.28
H -5.47 2.37 -3.31
H -5.51 4.61 -4.37
H -3.45 5.99 -4.37
H -1.40 5.15 -3.32
H -2.02 2.98 0.32
H -1.71 4.75 2.00
H -0.12 6.60 1.56
H 1.15 6.64 -0.56
H 0.83 4.87 -2.23
F -3.39 -3.91 -4.29
C -2.68 -3.09 -3.46
C -2.22 -3.58 -2.26
C -1.50 -2.72 -1.43
C -1.22 -1.41 -1.77
C -1.72 -0.96 -2.99
C -2.44 -1.78 -3.84
H -2.42 -4.60 -1.97
H -1.15 -3.13 -0.49
H -1.56 0.07 -3.27
H -2.83 -1.42 -4.79
*
```

Values from the calculation:
**E**: -8586.9049 Eh
**HOMO-LUMO gap**: 0.2301 Ha
**Largest force on an atom**: 2.28 eV Å⁻¹
**Molar mass**: 1557.245 g mol⁻¹

---

2.
Formula: C54H96F30N10O23S10
Source: OMol25
Level of theory: ωB97M-V/def2-TZVPD

```
! wB97M-V def2-TZVPD RIJCOSX def2/J DEFGRID3
* xyz 0 1
C -21.64 -8.72 20.37
C -22.34 -9.80 19.57
C -22.31 -11.11 20.34
C -23.46 -11.25 21.33
C -24.79 -11.36 20.58
C -25.17 -10.08 19.92
N -23.87 -9.50 19.30
O -24.04 -8.44 18.60
C -25.63 -9.02 20.89
C -26.29 -10.25 18.86
C -21.78 -9.83 18.13
H -20.57 -9.00 20.34
H -22.00 -8.79 21.40
H -21.64 -7.70 20.03
H -21.33 -11.04 20.82
H -22.27 -11.97 19.65
H -23.49 -10.42 22.04
H -23.22 -12.17 21.91
H -25.61 -11.59 21.25
H -24.82 -12.17 19.84
H -25.86 -8.09 20.37
H -25.04 -8.81 21.77
H -26.64 -9.40 21.13
H -26.53 -9.22 18.58
H -27.19 -10.57 19.39
H -25.96 -10.82 18.00
H -20.79 -10.29 18.20
H -21.65 -8.83 17.73
H -22.32 -10.36 17.36
C -18.00 -8.52 14.24
C -18.97 -9.69 14.27
C -19.88 -9.81 13.05
C -20.65 -11.12 12.94
C -19.62 -12.26 12.91
C -18.73 -12.37 14.16
N -18.34 -10.96 14.36
O -17.08 -10.83 14.88
C -17.58 -13.44 13.93
C -19.44 -12.84 15.37
C -19.78 -9.57 15.57
H -18.58 -7.60 14.15
H -17.33 -8.57 13.39
H -17.35 -8.47 15.11
H -19.32 -9.77 12.11
H -20.50 -8.93 13.06
H -21.16 -11.17 11.97
H -21.41 -11.24 13.71
H -18.94 -12.20 12.03
H -20.16 -13.22 12.84
H -16.89 -13.50 14.81
H -17.06 -13.36 12.98
H -18.11 -14.38 13.83
H -18.73 -13.04 16.16
H -19.87 -13.78 15.01
H -20.25 -12.20 15.69
H -18.98 -9.63 16.35
H -20.49 -10.36 15.69
H -20.37 -8.63 15.61
C -20.44 -13.80 22.02
C -20.27 -12.77 23.13
C -20.11 -13.49 24.42
N -19.90 -12.66 25.69
C -19.18 -13.51 26.72
C -19.00 -12.80 28.08
C -18.23 -11.54 27.91
C -18.76 -10.69 26.77
C -18.99 -11.51 25.49
C -21.21 -12.17 26.08
H -20.47 -13.26 21.08
H -21.36 -14.37 22.30
H -19.63 -14.53 22.06
H -21.14 -12.09 23.18
H -19.38 -12.18 23.03
H -19.23 -14.12 24.32
H -21.00 -14.11 24.57
H -18.24 -13.87 26.29
H -19.84 -14.40 26.83
H -18.43 -13.48 28.71
H -19.93 -12.50 28.57
H -17.16 -11.70 27.82
H -18.37 -10.97 28.84
H -18.09 -9.86 26.43
H -19.66 -10.21 27.15
H -18.08 -11.90 25.08
H -19.33 -10.80 24.72
H -21.86 -12.99 26.31
H -21.71 -11.60 25.32
H -21.24 -11.54 26.96
C -13.08 -10.33 23.99
C -13.83 -9.04 24.30
C -15.30 -9.12 23.99
N -16.00 -7.79 23.93
C -15.79 -7.09 25.26
C -16.26 -5.69 25.35
C -15.55 -4.88 24.21
C -15.86 -5.46 22.86
C -15.38 -6.88 22.79
C -17.47 -8.03 23.66
H -13.53 -11.19 24.45
H -12.06 -10.30 24.41
H -13.04 -10.56 22.95
H -13.41 -8.28 23.65
H -13.77 -8.76 25.33
H -15.91 -9.69 24.69
H -15.53 -9.57 23.00
H -14.71 -7.09 25.47
H -16.29 -7.71 26.00
H -16.06 -5.19 26.29
H -17.32 -5.65 25.18
H -14.44 -4.86 24.35
H -15.90 -3.84 24.27
H -15.43 -4.87 22.02
H -16.92 -5.37 22.78
H -14.31 -6.93 22.89
H -15.72 -7.27 21.85
H -17.50 -8.48 22.67
H -18.00 -7.09 23.77
H -17.81 -8.78 24.37
C -13.63 -12.57 19.01
C -12.40 -11.65 18.77
N -12.75 -10.20 19.00
C -13.82 -9.74 18.03
C -13.18 -10.05 20.43
C -13.55 -8.61 20.84
C -11.54 -9.18 18.84
C -10.81 -9.30 17.50
O -11.68 -9.25 16.33
C -11.02 -8.73 15.19
H -14.51 -12.14 18.53
H -13.85 -12.73 20.06
H -13.52 -13.54 18.52
H -11.92 -11.71 17.77
H -11.57 -11.84 19.41
H -14.80 -9.95 18.48
H -13.71 -10.34 17.14
H -13.75 -8.68 17.80
H -12.26 -10.36 20.99
H -13.98 -10.74 20.63
H -12.74 -7.86 20.87
H -14.01 -8.66 21.80
H -14.32 -8.29 20.15
H -10.84 -9.35 19.68
H -11.98 -8.18 18.90
H -10.15 -10.19 17.48
H -10.14 -8.41 17.44
H -10.28 -9.45 14.78
H -10.61 -7.73 15.28
H -11.82 -8.68 14.44
C -23.26 -13.71 16.59
F -23.14 -15.03 16.86
F -24.41 -13.36 17.25
F -22.32 -13.07 17.29
S -23.39 -13.09 14.94
O -22.18 -13.43 14.32
O -24.54 -13.67 14.43
N -23.37 -11.57 15.22
S -24.68 -10.64 14.59
O -24.89 -10.93 13.23
O -25.77 -10.57 15.50
C -23.86 -9.00 14.62
F -22.58 -9.10 14.20
F -24.48 -8.14 13.78
F -23.82 -8.53 15.84
C -15.85 -13.20 23.20
F -17.22 -12.91 23.02
F -15.70 -14.36 22.57
F -15.14 -12.32 22.33
S -15.39 -13.10 24.90
O -14.02 -13.33 24.90
O -15.92 -11.88 25.30
N -16.37 -14.20 25.43
S -15.67 -15.66 25.83
O -15.30 -16.39 24.65
O -14.71 -15.56 26.88
C -17.19 -16.52 26.49
F -17.77 -15.88 27.55
F -18.08 -16.68 25.51
F -16.82 -17.72 26.94
C -9.97 -6.81 22.72
F -10.54 -7.86 21.97
F -9.42 -7.38 23.87
F -8.92 -6.40 22.00
S -11.26 -5.53 23.04
O -12.43 -6.24 23.40
O -10.73 -4.72 24.05
N -11.26 -4.98 21.61
S -12.24 -3.89 20.97
O -13.43 -3.53 21.73
O -11.46 -2.85 20.28
C -13.02 -4.99 19.61
F -13.83 -5.79 20.25
F -13.72 -4.35 18.64
F -12.12 -5.70 19.00
C -25.04 -10.94 26.85
F -23.94 -11.17 27.62
F -25.88 -11.96 27.15
F -25.70 -9.87 27.32
S -24.62 -10.56 25.08
O -23.75 -11.58 24.72
O -25.82 -10.35 24.37
N -23.80 -9.31 25.50
S -23.29 -8.22 24.48
O -23.31 -8.53 23.07
O -23.80 -6.94 24.92
C -21.51 -8.14 24.90
F -21.31 -7.89 26.16
F -20.98 -9.33 24.62
F -20.81 -7.20 24.24
C -18.31 -6.82 18.02
F -18.26 -5.47 18.03
F -19.54 -7.10 18.46
F -18.19 -7.29 16.73
S -17.11 -7.71 19.05
O -15.95 -7.68 18.22
O -17.00 -7.04 20.30
N -17.73 -9.10 19.12
S -17.61 -10.25 20.26
O -16.28 -10.32 20.80
O -18.69 -10.16 21.20
C -17.81 -11.86 19.27
F -19.03 -11.96 18.80
F -17.02 -11.77 18.27
F -17.58 -13.07 19.82
*
```

Values from the calculation:
**E**: -11370.6223 Eh
**HOMO-LUMO gap**: 0.1920 Ha
**Largest force on an atom**: 11.42 eV Å⁻¹
**Energy above the lowest of the compared OMol25 structures with the same formula, charge and spin**: 9.5 kcal per mole
**Molar mass**: 2144.019 g mol⁻¹